(1)
Computed, not measured: 10 unconnected molecules or ions with the total composition C22H62N2O10 at a distorted geometry, with the ωB97M-V functional and the def2-TZVPD basis.

Properties
HOMO (alpha / beta): 0.0 / -6.1 eV
Calculated total energy: -47269.981 eV
Total charge: -1
Strongest force on any atom: 2.900 eV/A
LUMO energy (alpha / beta): 2.382 / 2.306 eV
Gap between HOMO and LUMO (alpha / beta): 0.086 / 0.308 Ha
2S+1: 2

Each line ends with the Mulliken spin population.
Cartesian coordinates (Å):
O: 0.48124 -2.39494 -0.99446  0.06
O: 4.20745 1.50994 3.41043  0.02
O: -0.46195 1.57243 2.84208  0.01
O: 4.33785 -0.09244 1.22814  -0.73
O: 2.29709 -2.52179 0.97982  -0.10
O: 2.35211 -0.22177 -1.51575  -1.81
O: 3.97735 3.49518 0.53894  -0.20
O: 0.98380 1.12442 0.57995  0.64
O: -1.88913 -2.07841 -3.37478  -0.01
O: -2.16466 0.73052 -0.28992  0.00
N: -1.82322 1.18238 2.76738  0.01
N: -0.55106 -2.36124 -3.80791  0.26
C: 2.23971 5.15644 0.07417  0.06
C: -1.92178 -0.40177 4.77801  0.00
C: 1.86810 -2.97960 -5.08519  -0.10
C: 1.62520 -1.57136 -4.55393  1.17
C: -0.14815 0.13833 -3.75488  0.59
C: -2.90719 2.75048 4.56117  0.00
C: 2.41360 2.57962 4.58678  -0.03
C: -4.19092 1.56061 2.59872  0.00
C: -0.92055 -1.16496 2.59227  0.00
C: -3.36473 -0.67565 2.74285  0.00
C: -0.37649 -3.82153 -4.19624  -0.16
C: -1.99844 -0.19434 3.24094  -0.02
C: 2.81417 4.13776 1.07417  0.09
C: -0.98727 -4.25978 -5.54984  0.03
C: -2.73733 3.50640 2.18201  0.01
C: -2.88836 2.25951 3.09108  -0.02
C: 1.18076 -3.97470 -4.12084  0.19
C: -0.80292 -4.79041 -2.98478  0.03
C: 2.84229 1.44638 3.78084  -0.03
C: -4.49275 0.24137 3.27981  0.00
C: 0.10391 -1.23416 -4.50343  -1.02
C: -0.57297 -1.05369 -5.92449  0.18
H: 2.07097 1.20806 3.04847  0.14
H: 0.51895 -2.65326 -1.91538  0.06
H: 1.35616 5.74809 0.31374  0.00
H: -1.65481 -0.92703 -5.88342  0.01
H: 5.00149 -0.77323 1.33917  0.27
H: 1.80756 1.43390 0.95663  -0.02
H: 2.12394 -0.91993 -5.27157  0.10
H: -0.73042 -5.85942 -3.18496  0.01
H: 2.04055 -1.51477 -3.54776  -0.39
H: 0.05122 -0.71525 2.79606  0.02
H: -2.29246 -1.89035 -4.22540  -0.01
H: 3.05862 -0.86431 -1.58077  0.78
H: -0.12501 -0.19502 -6.42461  -0.03
H: -5.05295 2.18341 2.83772  0.00
H: -3.38915 3.70842 4.75652  0.00
H: -1.31526 0.88094 -0.70480  0.01
H: -0.91875 -2.16806 3.01875  0.00
H: -1.93485 3.10277 4.90547  0.00
H: 1.35802 2.36041 4.74745  0.00
H: 2.45172 3.49423 3.99507  0.00
H: -0.91639 -0.07011 5.03743  0.00
H: -5.47816 -0.19579 3.11873  0.00
H: 1.91341 -2.50389 0.10307  0.12
H: 0.17115 -0.04298 -2.72859  0.00
H: 0.37936 1.02574 -4.10464  -0.06
H: 1.29495 -5.02222 -4.39968  -0.01
H: 2.95794 4.59792 2.05176  -0.01
H: 1.97021 4.48005 -0.73698  0.01
H: 2.91949 -3.26534 -5.11734  -0.06
H: 1.65498 -3.01371 -6.15361  -0.01
H: 2.43157 0.30368 -2.31188  0.37
H: -4.41614 1.25177 1.57794  0.00
H: -4.35536 0.43982 4.34275  0.00
H: 2.10883 3.31397 1.18350  0.03
H: -2.69495 3.26703 1.11947  0.00
H: -0.37738 -4.65343 -1.99067  -0.01
H: -1.73772 -3.60429 -5.99171  0.00
H: -1.81910 -4.53988 -2.68028  0.00
H: 1.60472 -3.68642 -3.15894  -0.06
H: -1.19591 0.38145 -3.57825  0.03
H: -3.33801 2.09318 5.31645  0.00
H: -2.13213 -1.45329 4.97339  0.00
H: -1.44261 -5.24823 -5.48887  0.00
H: 1.24797 0.49019 -0.08653  0.09
H: -0.21827 -4.24720 -6.32223  0.00
H: -2.00035 0.85404 0.64495  0.00
H: -2.63925 0.19509 5.34112  0.00
H: -3.61344 4.15338 2.22619  0.00
H: 4.31551 1.06948 2.56431  0.07
H: 2.64653 -1.63977 1.10692  0.02
H: -0.05739 1.28640 2.01981  0.04
H: -0.09103 -1.62773 -0.98366  -0.01
H: -3.49025 -0.71103 1.66068  0.00
H: -1.90473 4.12375 2.51931  0.00
H: 4.65626 0.43604 0.49632  0.25
H: -0.32727 -1.83806 -6.64037  0.03
H: 2.89149 5.98382 -0.20642  -0.01
H: 2.87952 0.52836 4.36732  0.01
H: -1.08039 -1.22486 1.51572  0.00
H: 4.73481 4.05663 0.71959  0.07
H: -3.44494 -1.73984 2.96460  0.00
H: 3.04214 2.75746 5.45936  0.00

(2)
Computed, not measured: a single C25H31N3O3 molecule, with the ωB97M-V functional and the def2-TZVPD basis.

Properties
HOMO: -7.4 eV
Calculated total energy: -37042.390 eV
Total charge: 0
Strongest force on any atom: 0.670 eV/A
SMILES string: COc1cccc(CN2C[C@@H](C(=O)NCc3cccc(N4CCCC4)c3)CCC2=O)c1
LUMO energy: 0.721 eV
Gap between HOMO and LUMO: 0.299 Ha
2S+1: 1

Each line ends with the Mulliken charge.
Cartesian coordinates (Å):
O: 3.39707 2.94614 0.25961  -0.48
O: -1.33492 -2.54886 -1.04684  -0.62
O: 2.74763 -0.88484 1.93141  -0.70
N: 0.67967 -1.77736 1.82242  0.13
N: -3.56602 0.68396 0.07683  0.25
N: 0.71220 -1.61808 -1.23809  0.34
C: 2.72324 2.33820 -0.74536  0.52
C: 1.68263 -3.93216 0.22499  -1.02
C: -5.58214 0.91133 -1.10408  -0.79
C: 3.10352 2.56814 1.58903  -0.42
C: 0.59385 -3.98539 -0.85882  -0.81
C: -0.11832 -2.66030 -1.04817  0.22
C: -1.06295 2.53356 2.01062  -1.02
C: -4.42851 1.69968 -0.48690  -0.79
C: 0.10868 -0.95600 2.87500  -1.54
C: 1.12723 0.78159 -1.66750  -1.35
C: -2.51871 0.95532 0.89693  0.66
C: -3.95089 -0.64958 -0.34306  -0.05
C: 2.48168 2.11509 -3.13034  -0.68
C: 1.95746 -1.65513 1.41948  0.19
C: -2.12657 2.27552 1.17269  -0.93
C: 3.09201 2.70289 -2.04354  -0.61
C: -0.33808 1.50136 2.58390  -0.75
C: 0.11102 -0.29629 -1.44251  1.46
C: -1.78232 -0.07989 1.49453  -0.15
C: 2.38343 -2.56689 0.26319  0.50
C: -4.91397 -0.40186 -1.50068  -0.82
C: 2.12833 -1.82089 -1.05829  -1.17
C: 1.50785 1.14460 -2.95014  -0.86
C: 1.72238 1.39003 -0.56677  1.06
C: -0.69850 0.18846 2.31415  0.92
H: 3.81708 3.10781 2.20948  0.34
H: -0.56054 -0.38061 -2.30368  0.73
H: -0.50032 -0.05713 -0.56414  -1.16
H: 3.22666 1.49180 1.74160  0.18
H: 1.40350 1.10201 0.42204  -0.23
H: 2.41692 -4.71220 0.01625  0.32
H: -0.15022 -4.74808 -0.62709  0.34
H: -6.03436 1.43154 -1.94600  0.39
H: 0.49524 1.70773 3.23832  0.52
H: 1.04685 -4.24302 -1.81958  0.42
H: 2.08637 2.86357 1.86182  0.14
H: 0.02498 -2.30267 1.26510  0.08
H: 3.86261 3.44702 -2.16744  0.46
H: 0.94248 -0.57595 3.46878  0.48
H: -2.65620 3.10123 0.72581  0.46
H: 2.53578 -2.40923 -1.89061  0.43
H: -3.89535 2.27648 -1.25634  0.37
H: -5.62221 -1.21689 -1.63106  0.43
H: -0.78761 3.55900 2.21294  0.35
H: 1.04529 0.67253 -3.80396  0.47
H: -4.77537 2.39365 0.28554  0.41
H: 2.63280 -0.85507 -1.04565  0.38
H: -6.35173 0.72599 -0.35357  0.31
H: 2.77277 2.40580 -4.12871  0.38
H: 3.46402 -2.69260 0.37403  0.63
H: -3.08536 -1.23853 -0.65354  -0.02
H: -0.52001 -1.59719 3.50238  0.34
H: -4.35518 -0.27255 -2.42800  0.28
H: -4.46042 -1.17681 0.47621  0.20
H: -2.06574 -1.10482 1.31228  0.51
H: 1.24993 -4.15822 1.20101  0.37